DFT (ωB97M-V/def2-TZVPD) results for a 12-piece molecular cluster, C48H120O24 overall at a distorted geometry.

Summary:
HOMO   -8.88 eV
SMILES   COCCOC.COCCOC.COCCOC.COCCOC.COCCOC.COCCOC.COCCOC.COCCOC.COCCOC.COCCOC.COCCOC.COCCOC
HOMO-LUMO gap   0.3426 hartree
ΔE to the lowest compared entry with this formula, charge and spin   279.3 kJ/mol
E_LUMO   0.0164 Ha

The geometry in XYZ format:
```
192
Properties=species:S:1:pos:R:3:forces:R:3
O -20.89167 44.58151 16.49230 -0.01 0.32 -0.04
O -21.96560 38.38417 17.89268 -0.95 -0.06 0.08
O -13.91506 33.99727 23.54078 -0.66 -0.10 0.56
O -12.09697 35.77136 17.91191 -0.29 0.35 0.27
O -14.48989 31.38746 24.15106 -0.47 -0.04 0.61
O -17.71386 36.88071 18.35653 0.32 0.08 -0.15
O -21.04235 36.76973 20.38489 -0.57 0.47 -0.22
O -20.43571 38.32086 24.75456 -0.07 0.03 0.28
O -20.51386 41.46045 19.99179 0.10 0.56 0.21
O -17.43806 35.72366 13.24004 1.29 0.40 0.37
O -23.34436 41.83255 19.48652 0.00 -0.55 0.16
O -19.33428 42.26952 16.03160 -0.28 -0.23 -0.76
O -20.69932 32.22670 15.26102 0.14 0.21 0.29
O -13.90996 31.25246 12.52859 -0.37 0.40 0.16
O -16.62442 34.23272 19.70926 0.44 -0.41 -0.42
O -18.27484 28.56740 17.81601 -0.21 0.21 -0.79
O -14.84452 31.93064 15.08417 0.89 1.40 0.30
O -17.07072 38.25346 14.99527 0.14 0.29 0.35
O -20.44751 31.54311 20.71552 0.50 0.22 0.58
O -19.77843 34.68348 16.90603 0.43 0.20 0.04
O -16.26393 29.07707 19.35715 0.74 -0.63 -1.16
O -18.92934 30.43487 22.83941 -0.06 0.38 0.60
O -11.50908 32.84002 18.80026 0.28 0.36 0.61
O -17.37748 36.88622 25.03806 0.01 -0.12 0.59
C -12.57492 34.02027 23.12363 -0.37 -0.92 -0.64
C -20.01327 35.98057 16.36165 0.08 -0.92 -0.46
C -20.23409 42.77691 15.07090 -0.01 0.37 -0.09
C -18.30806 30.51115 24.11580 0.01 -0.10 -0.32
C -15.15165 32.00324 16.48007 -0.38 -1.52 -1.15
C -18.06033 38.24386 18.31273 -0.36 -0.13 -0.86
C -17.81545 38.04780 13.81926 0.41 -0.52 -0.49
C -19.22223 40.90366 19.93976 -0.60 -1.00 0.72
C -14.29530 30.00352 24.35639 0.91 0.13 -0.75
C -10.83296 33.65499 17.86114 -0.72 0.13 -0.39
C -20.32671 30.53058 22.98764 -0.34 -0.46 -0.90
C -18.73746 36.62034 24.75891 -0.40 -0.31 0.36
C -21.15915 45.98312 16.60446 -0.62 -1.28 -0.25
C -20.37396 44.26276 15.22779 0.00 0.36 -0.42
C -13.46412 31.71881 14.86791 -0.53 -0.76 -0.94
C -15.84672 38.97055 14.84196 -1.05 0.01 0.11
C -19.16059 40.87921 15.87031 0.87 -0.29 0.17
C -24.61511 42.07107 18.91447 0.57 1.13 0.38
C -10.66712 32.34976 19.83496 0.41 -0.68 -0.87
C -18.16886 29.91391 18.20275 0.57 0.29 0.76
C -16.57736 35.58815 20.05587 0.22 0.43 1.16
C -22.70291 38.11540 19.09422 1.02 0.13 -0.23
C -19.18515 28.38224 16.74072 0.32 -0.20 0.26
C -20.92664 33.88592 17.10147 -0.12 0.19 -0.84
C -19.33641 32.46796 14.98751 0.18 0.36 0.02
C -20.95568 30.54493 21.59530 -0.18 0.67 -0.46
C -21.72488 38.00161 20.25142 -0.77 0.23 0.64
C -12.94494 35.67115 19.02464 -0.45 -0.87 1.00
C -14.82036 33.26775 22.73149 0.61 0.15 -0.91
C -15.02062 29.57123 19.75136 -0.48 1.15 1.84
C -13.65041 31.48680 11.17595 -0.37 -0.63 -0.95
C -19.41507 37.75352 23.97658 0.37 -0.50 -0.30
C -22.31474 42.61262 18.89606 -0.56 -0.05 0.00
C -20.23885 36.44361 19.26277 0.24 0.22 0.65
C -20.88267 39.56865 24.27783 0.11 -0.11 -0.01
C -17.73632 33.80552 18.98401 -2.23 -0.37 0.06
C -21.02109 41.87598 18.74326 0.37 -0.01 -0.20
C -17.39141 29.90410 19.50236 -0.81 -0.43 1.58
C -13.15234 32.01818 13.40366 0.94 -0.04 1.31
C -16.43065 35.21053 14.14674 -1.34 0.03 -0.34
C -17.16325 37.05843 12.84671 -1.43 0.06 -0.90
C -16.45505 36.61660 18.93745 0.09 -0.77 -0.03
C -14.71167 31.74775 22.80362 0.33 -0.23 1.08
C -16.48929 36.24088 24.15712 -0.07 0.13 -0.29
C -22.84544 38.58218 16.78228 1.51 -0.44 0.00
C -21.45476 33.31072 15.79881 -0.21 -1.09 -0.24
C -20.87847 32.86706 21.05073 -0.22 -0.93 -1.17
C -11.88072 34.54952 17.21828 0.31 1.17 -0.53
H -12.83690 34.06047 17.01866 0.05 -0.35 0.35
H -22.02994 30.76050 21.69016 -0.07 -0.54 0.19
H -22.61980 42.91644 17.88803 0.07 0.11 -0.02
H -15.71489 35.65886 20.72915 0.26 0.07 -0.34
H -17.98733 29.46049 20.31676 -0.25 -0.29 -0.38
H -14.38567 30.88402 10.63703 0.11 -0.02 -0.01
H -16.93982 34.37592 14.62557 0.45 -0.30 -0.03
H -22.40542 32.79134 15.94930 -0.20 0.50 0.33
H -20.22625 33.53523 20.49026 0.08 0.16 0.49
H -15.14709 30.93482 16.73950 -0.24 0.30 0.97
H -21.11951 40.99353 18.09589 -0.21 0.02 -0.01
H -18.84808 35.62944 24.30616 0.15 0.15 -0.52
H -23.56630 37.76647 16.70755 -0.22 0.11 0.03
H -13.86729 31.42223 22.17827 -0.15 -0.26 -0.03
H -22.34612 38.12085 21.14531 0.13 -0.25 0.13
H -19.89865 42.57982 14.04582 0.32 -0.05 -0.02
H -19.95572 40.30429 16.35026 -0.09 -0.04 -0.05
H -23.39113 38.95037 19.25065 -0.08 -0.04 0.26
H -19.03676 40.55747 14.83016 -0.40 0.28 -0.17
H -17.57759 30.53497 17.51509 -0.23 -0.27 -0.51
H -20.18314 28.24310 17.15869 -0.23 0.06 -0.25
H -15.56600 34.90663 13.56109 0.22 -0.14 0.23
H -18.10758 38.68998 19.31117 0.94 0.05 -0.20
H -22.14789 38.50375 15.94509 -0.41 0.16 -0.34
H -14.43697 32.55101 17.09771 -0.04 0.19 -0.18
H -19.17648 29.20207 16.01927 -0.03 0.21 0.14
H -19.43860 44.80606 15.04102 0.29 -0.26 0.26
H -19.10682 38.32040 17.99017 0.35 0.05 -0.40
H -15.63627 31.21527 22.55322 0.04 0.44 -0.92
H -14.94279 29.30403 23.81025 -0.51 0.50 -0.06
H -11.21937 32.15523 20.75121 -0.25 0.14 -0.11
H -21.52596 46.11474 17.61827 0.39 0.39 0.11
H -18.19652 40.61371 16.30794 -0.18 0.03 0.37
H -14.66098 30.45211 19.20689 -0.11 -0.11 -0.31
H -19.81993 37.37012 23.03034 -0.05 0.17 -0.08
H -17.23705 30.67259 23.99273 -0.08 0.10 -0.12
H -19.22381 33.31219 14.29464 0.07 -0.17 -0.17
H -18.74769 32.72783 15.87403 -0.17 -0.12 0.11
H -25.39033 41.55533 19.47557 0.20 -0.59 -0.26
H -12.07752 34.76134 23.74031 0.21 0.02 -0.20
H -19.58150 35.65215 19.62349 -0.34 0.23 -0.36
H -17.22819 30.88368 19.97103 0.58 0.24 -0.77
H -15.78853 36.19011 18.18042 0.02 0.11 -0.13
H -20.71807 29.67110 23.54483 -0.03 -0.22 -0.08
H -24.87542 43.13205 19.04823 0.03 0.05 -0.29
H -20.27411 46.55366 16.32615 0.00 0.27 0.30
H -14.22381 28.83363 19.82865 -0.36 -0.44 -0.60
H -9.82384 33.01560 20.03538 -0.16 0.20 0.11
H -20.79039 36.16120 18.36397 -0.28 -0.36 1.49
H -23.31403 39.56757 16.77878 -0.18 -0.01 0.20
H -15.83327 33.60039 22.93746 0.04 0.10 0.28
H -13.26090 33.10889 13.33494 -0.25 -0.04 -0.72
H -19.15552 30.37020 18.34250 0.00 0.09 0.07
H -15.06355 38.35069 14.40683 0.10 0.07 -0.05
H -17.65624 37.16991 11.87161 -0.37 0.04 0.18
H -16.13818 37.29669 12.54145 0.37 -0.31 0.79
H -19.04870 36.48208 16.33625 -0.01 0.10 0.23
H -15.18425 29.89258 20.79255 0.54 0.26 0.00
H -16.16399 32.40440 16.50571 0.10 0.06 0.47
H -18.67757 34.28121 19.30142 0.63 0.36 -0.03
H -13.83523 35.06197 18.82178 0.06 -0.05 -0.22
H -20.63643 33.05637 17.75016 -0.08 0.14 0.21
H -12.66133 31.13965 10.85300 0.13 0.08 0.25
H -23.24810 37.16709 19.02055 -0.13 0.03 -0.20
H -18.43486 29.56785 24.66045 -0.16 0.14 0.14
H -20.05259 40.27657 24.17333 0.04 0.02 0.09
H -21.87527 32.98214 20.60575 -0.16 0.25 0.44
H -20.72283 36.48742 17.02103 0.07 0.46 -1.28
H -19.61759 37.28715 18.93477 -1.08 -0.88 0.95
H -12.09534 33.03465 23.20781 0.04 0.07 0.49
H -17.75309 33.92193 17.89936 0.70 0.29 -0.02
H -13.79349 32.50664 10.80163 0.06 0.24 0.57
H -16.19963 35.93344 14.92825 0.20 0.12 -0.09
H -18.87614 27.49232 16.19498 -0.09 -0.15 0.13
H -20.35250 35.89254 15.32702 -0.29 0.16 -0.03
H -15.47462 36.59273 24.33868 -0.13 0.29 -0.05
H -18.64057 38.50076 23.76271 -0.01 0.03 -0.09
H -17.39760 35.84425 20.74389 -0.37 0.04 -0.40
H -13.21445 30.67980 15.11375 0.03 -0.11 0.00
H -16.82039 36.48136 23.13862 0.45 -0.25 -0.18
H -18.93154 31.54611 14.57298 -0.03 0.11 -0.19
H -21.06009 38.86921 20.28003 0.29 -0.05 -0.35
H -12.51553 34.21249 22.04146 0.06 0.58 0.10
H -15.97945 37.52329 19.31979 -0.12 0.07 0.10
H -21.72705 34.50033 17.53918 -0.02 -0.23 0.25
H -10.24103 31.40733 19.46803 0.11 -0.07 0.35
H -10.06015 34.27322 18.32629 -0.13 0.13 0.19
H -19.10668 40.39077 20.89809 0.11 0.07 0.14
H -19.19368 40.08331 19.21274 0.08 0.74 -0.27
H -18.75492 37.60669 14.15153 -0.02 -0.08 -0.07
H -16.05181 39.85937 14.23921 0.33 0.06 -0.16
H -11.54886 34.92430 16.24569 0.32 -0.36 -0.05
H -21.63142 34.09412 15.05422 0.23 0.07 -0.09
H -16.43084 35.15526 24.29409 -0.39 0.01 0.06
H -18.74961 31.35151 24.65965 0.20 -0.10 0.28
H -21.23497 42.33116 15.11054 -0.02 -0.23 0.48
H -13.29355 29.79841 23.95257 0.11 -0.44 0.48
H -21.02288 44.61129 14.40933 -0.33 -0.02 0.15
H -20.78391 29.61888 21.04749 -0.09 -0.16 0.30
H -14.37955 29.79274 25.41785 0.20 0.07 0.04
H -22.16146 43.51829 19.49185 0.01 0.04 0.03
H -20.36168 42.59029 18.23150 0.19 -0.18 0.13
H -18.02745 32.77283 19.20206 0.93 -0.25 0.07
H -12.45900 35.19242 19.88373 0.19 -0.10 -0.12
H -21.36730 39.49037 23.29961 -0.11 -0.06 -0.02
H -13.31772 36.61598 19.42290 0.38 0.42 -0.65
H -17.50952 38.72622 17.50136 0.45 0.51 0.58
H -18.07933 38.96468 13.27315 0.36 0.30 0.23
H -15.58235 39.29404 15.84632 0.27 -0.06 -0.02
H -12.80361 32.35649 15.46279 -0.20 0.20 0.19
H -20.68956 31.39339 23.55738 0.56 0.35 0.04
H -18.38245 41.59794 19.87110 -0.20 0.28 -0.51
H -21.99452 46.21398 15.93495 0.12 0.30 -0.14
H -24.55449 41.85590 17.84452 -0.54 -0.22 -0.02
H -19.28745 36.48733 25.69407 0.19 0.42 0.21
H -21.58392 39.93550 25.02242 -0.09 0.13 -0.11
H -12.08494 31.76610 13.29524 0.06 0.24 -0.22
H -20.89158 33.03245 22.12498 0.12 0.30 0.00
H -10.31731 33.09136 17.07309 -0.13 -0.40 0.09
H -14.57000 33.54174 21.69833 -0.46 -0.04 -0.25
```
Positions in Å, forces in eV/Å.

Mulliken atomic charge list, values in e, 5 entries: number 1, O, carries -0.118; number 2, O, carries 0.428; number 3, O, carries -0.420; number 4, O, carries -0.562; number 5, O, carries -0.467